No. 1
37
Properties=species:S:1:pos:R:3:forces:R:3 method="wB97M-V/def2-TZVPD" de_lowest_ev=0.5845 smiles="CCC[C@@H](C(=O)Nc1ccncc1)c1ccccc1" lumo_energy_ev=0.506 homo_lumo_gap_ha=0.357
O -1.089321 0.582927 -1.065955 -0.2 0.0 -0.2
N 1.129254 1.067384 -0.989266 0.4 0.1 0.1
N 2.060553 2.334673 -4.859833 0.1 0.2 -0.6
C 0.850561 -1.146130 1.073325 -0.2 0.0 -0.1
C -2.246590 0.672543 3.914836 0.0 0.0 0.1
C 0.821236 1.998221 -4.545564 -0.1 -0.1 0.2
C 2.702612 1.838453 -2.618783 -0.2 0.0 0.0
C -1.148962 0.199587 1.817660 0.1 0.2 0.0
C -3.469630 -0.353203 2.135242 0.0 -0.1 0.0
C -1.119485 0.701579 3.114430 0.0 0.0 0.0
C 1.392486 1.483509 -2.291170 0.0 0.1 -0.4
C 2.975529 2.253363 -3.908768 0.1 -0.1 0.3
C 0.127273 0.220055 1.012231 -0.1 -0.1 0.1
C 0.092710 -2.284977 0.397270 0.3 0.0 0.1
C 0.911244 -3.570498 0.409107 -0.2 0.1 0.0
C -0.054890 0.634325 -0.447479 0.3 0.1 0.4
C -2.339127 -0.331021 1.336085 -0.1 0.0 -0.1
C 0.425107 1.568325 -3.290076 -0.1 0.0 0.1
C -3.428024 0.142408 3.426173 -0.1 0.0 0.1
H -0.138411 -2.010780 -0.634098 -0.1 0.0 0.0
H 1.846831 -3.437672 -0.130897 0.1 0.0 0.0
H -4.389116 -0.763781 1.744378 -0.1 0.0 0.0
H 3.979402 2.535704 -4.197799 0.1 0.0 0.1
H 1.143964 -3.865279 1.430293 0.1 -0.1 0.1
H -2.394671 -0.703564 0.327280 0.0 0.0 0.0
H 0.356912 -4.377803 -0.062520 0.0 -0.1 0.0
H 3.488175 1.789835 -1.878139 0.1 0.0 0.1
H -2.202115 1.066344 4.919882 0.0 0.0 0.1
H 0.795033 0.956864 1.478147 -0.1 -0.1 -0.1
H -0.201742 1.120523 3.505577 0.1 0.0 0.0
H -0.598909 1.307895 -3.087767 0.0 0.0 0.0
H 1.010477 -1.396774 2.125152 0.1 0.0 0.0
H 1.938153 1.073397 -0.382213 -0.2 0.0 0.0
H -4.310989 0.119509 4.047799 -0.1 0.0 0.0
H -0.849518 -2.453402 0.919960 0.0 0.0 -0.1
H 0.099874 2.078250 -5.347772 -0.1 0.0 0.0
H 1.834113 -1.050787 0.603273 0.1 0.0 0.0

***

No. 2
23
Properties=species:S:1:pos:R:3:forces:R:3 method="wB97M-V/def2-TZVPD" de_lowest_ev=1.6367 total_charge=+1 lumo_energy_ev=-4.280 homo_lumo_gap_ha=0.309
O -0.854075 0.339250 0.812504 0.1 -0.6 0.3
N 0.784790 0.625901 -1.260372 0.0 0.6 -0.2
N 0.179377 -2.406680 3.081565 -0.2 0.1 0.0
C -0.730235 -1.032902 1.313803 0.2 0.6 0.0
C 0.227205 0.523593 -2.633421 0.0 0.5 0.5
C -0.756641 1.670562 -2.851300 -0.2 -0.2 0.0
C 1.953940 1.041473 -1.000551 -0.1 -0.3 -0.3
C -0.266178 -1.053738 2.752783 0.1 -0.1 0.3
H -1.114204 0.903191 1.548824 -0.1 0.1 -0.1
H -1.688765 -1.528850 1.177664 0.0 -0.1 -0.1
H -1.328218 1.502016 -3.765016 0.2 0.0 0.0
H -0.230871 2.618298 -2.934232 0.0 0.1 0.0
H 0.478103 -2.454580 4.047713 0.1 0.0 0.0
H 2.653309 1.243082 -1.802156 0.0 0.0 -0.1
H 2.259667 1.170232 0.023288 0.0 0.1 0.3
H 0.108733 0.545894 -0.451310 0.1 -0.1 -0.1
H 0.052025 -1.511532 0.722437 -0.2 -0.1 -0.2
H -1.486069 1.731683 -2.044036 0.0 0.0 0.1
H -1.041551 -0.657007 3.425296 -0.1 0.0 -0.1
H 1.068373 0.615689 -3.314780 0.0 -0.3 -0.1
H -0.268138 -0.441079 -2.696817 0.1 -0.1 -0.1
H 0.590788 -0.383130 2.842369 0.1 0.0 0.0
H -0.591367 -3.061368 3.005746 0.0 0.0 0.0

***

No. 3
72
Properties=species:S:1:pos:R:3:forces:R:3 method="wB97M-V/def2-TZVPD" de_lowest_ev=0.0000 total_charge=+1 lumo_energy_ev=-6.070 homo_lumo_gap_ha=0.202
Si -0.821624 -0.328410 1.563225 -0.1 -0.3 0.5
F -2.757497 2.395708 -8.319526 1.1 -0.2 1.1
F 4.261129 -2.774353 -2.607872 -0.9 1.2 -0.5
C -2.848798 -1.563821 5.787230 0.0 0.1 0.1
C -2.955582 -1.385792 3.244267 -0.2 -0.1 -0.2
C 2.422337 -2.478993 2.213461 -0.1 0.0 -0.1
C 3.498287 -0.530031 -2.401353 0.6 -0.1 0.6
C -1.894273 -0.079590 0.034936 -0.1 -0.1 1.0
C -1.839932 2.151286 -7.359929 -0.3 0.3 -0.1
C -1.806417 -0.040426 -2.424441 0.2 0.1 -0.3
C 0.161281 3.348718 2.632393 0.0 -0.1 -0.2
C 2.597265 -1.960670 -4.085921 0.0 -0.7 -0.3
C 0.054515 1.620235 -5.341165 0.2 -0.1 0.1
C 3.369112 -2.677717 3.388760 0.1 0.0 0.1
C -1.477882 3.138597 -6.455841 -0.5 0.6 -0.3
C 1.795029 0.326012 -3.904585 -0.2 0.1 -0.1
C 0.002024 -2.019583 1.480466 -0.3 0.3 -0.2
C -0.327230 0.643307 -6.287070 0.0 0.1 -0.1
C 0.962675 -2.309554 2.643739 0.0 0.0 0.1
C 0.523685 1.002796 1.634240 -0.1 -0.2 -0.1
C -1.250688 0.903556 -7.262130 -0.2 -0.5 -0.5
C 1.782757 -0.948070 -4.513166 0.1 -0.1 0.1
C 0.034126 4.163979 3.913421 0.0 0.1 0.1
C 0.994506 1.435260 -4.290795 -0.1 -0.5 -0.4
C -1.900032 -0.278406 3.108809 0.3 0.2 -0.4
C -1.191181 -0.154945 -1.262757 0.0 0.1 -0.3
C 2.688882 0.494078 -2.822083 -0.1 0.0 -0.2
C -0.558071 2.887893 -5.469226 0.1 -0.2 0.0
C 3.465590 -1.767348 -3.026703 0.3 -0.2 0.3
C -2.733415 -2.298694 4.458429 0.0 -0.3 -0.1
C 0.554863 1.890929 2.889882 0.1 0.1 0.3
H -2.726443 -2.230483 6.644953 0.0 0.0 -0.1
H 3.089453 -3.553220 3.978237 0.0 0.0 0.0
H 2.570405 -2.922442 -4.566468 0.0 -0.2 -0.1
H 3.350667 -1.817508 4.061262 0.0 0.0 0.0
H 0.105625 -0.331267 -6.282315 0.0 -0.2 -0.1
H 1.123473 -1.168852 -5.321806 -0.1 -0.2 -0.1
H 0.957825 4.133932 4.495323 0.0 0.0 0.0
H 2.499504 -3.325013 1.518528 -0.1 0.0 0.1
H -3.963109 -0.952772 3.301950 0.2 0.0 0.1
H 0.524092 -2.054899 0.522981 0.1 -0.2 -0.2
H -1.190550 -0.333787 3.935611 -0.1 0.1 0.2
H -2.344452 0.720028 3.132090 0.0 0.0 0.3
H -0.783909 3.375392 2.074705 0.0 0.0 0.1
H 1.128944 2.306106 -3.669338 0.1 0.3 0.2
H 2.731334 -1.605678 1.625343 0.0 0.1 0.1
H 1.543378 1.863107 3.367475 -0.1 0.1 -0.2
H -3.447218 -3.135012 4.436681 0.0 0.3 -0.1
H -1.531457 0.140770 -7.966550 0.0 -0.2 -0.1
H -1.745702 -2.771289 4.378158 0.0 0.1 0.0
H 4.180008 -0.395861 -1.581886 0.1 0.1 0.2
H -0.116190 1.475453 3.647439 0.0 0.2 0.0
H -3.821978 -1.079359 5.889206 0.0 0.0 0.0
H -2.375949 0.892245 0.146525 -0.2 0.1 0.0
H 1.462353 0.459033 1.500194 0.1 0.1 0.0
H 0.896920 -1.494004 3.372912 0.2 0.0 0.1
H -0.812367 -2.746020 1.420897 0.1 -0.2 0.0
H 4.405602 -2.818607 3.070286 -0.1 0.0 0.0
H 0.897636 3.810743 1.961624 0.0 -0.1 0.1
H -2.866497 0.113867 -2.474728 -0.4 0.0 0.0
H -0.124338 -0.304968 -1.246861 0.5 -0.1 -0.1
H -2.092071 -0.782991 5.880783 0.0 0.0 0.0
H 2.738784 1.450703 -2.328447 0.0 0.1 0.1
H -0.193002 5.216051 3.718964 0.0 -0.1 -0.1
H 0.392381 1.608901 0.736098 0.1 0.2 -0.1
H -1.937213 4.105107 -6.551320 -0.1 0.3 0.0
H -2.682007 -0.831960 0.079253 -0.2 0.0 -0.1
H -2.965678 -1.981679 2.323173 -0.1 -0.2 0.2
H -1.281279 -0.086641 -3.360838 0.2 -0.1 -0.3
H 0.644311 -3.199783 3.201348 0.1 0.1 -0.2
H -0.761294 3.773962 4.552529 0.0 0.0 0.0
H -0.285434 3.672744 -4.782668 0.0 0.2 0.1

***

No. 4
17
Properties=species:S:1:pos:R:3:forces:R:3 method="wB97M-V/def2-TZVPD" de_lowest_ev=4.8169 lumo_energy_ev=-0.089 homo_lumo_gap_ha=0.320
O -1.799129 1.779721 -0.732758 -0.1 0.3 -0.1
N -2.107936 -2.476361 0.822235 0.1 -0.1 0.1
N 0.739584 1.495838 -1.348436 4.4 2.6 0.9
N 0.124622 0.568760 -0.585357 -1.2 -0.4 0.9
N -1.966032 -0.344068 0.061676 -0.6 -0.7 0.3
C -1.342953 -1.447182 0.416457 0.0 0.5 -0.1
C -1.317914 0.720076 -0.403423 0.9 0.5 -0.2
C 2.154320 2.309100 -0.432607 -4.4 -2.2 -2.1
C 0.075973 -1.560223 0.397804 0.4 0.2 -0.1
C 0.770632 -0.519682 -0.135097 -0.1 -0.6 0.0
C 3.075112 2.704744 0.213252 0.2 0.2 0.0
H -3.105827 -2.367643 0.780630 0.0 0.0 0.0
H 1.850090 -0.502084 -0.209390 0.0 0.0 -0.1
H -1.702717 -3.365499 1.050623 -0.1 0.0 0.0
H 0.574802 -2.428438 0.791108 0.1 -0.1 0.0
H 0.101976 2.298757 -1.430534 -0.1 -0.3 0.3
H 3.875396 3.134185 0.743816 0.4 0.1 0.3

***

No. 5
39
Properties=species:S:1:pos:R:3:forces:R:3 method="wB97M-V/def2-TZVPD" de_lowest_ev=0.0000 total_charge=+2 lumo_energy_ev="-8.619 / -8.888" homo_lumo_gap_ha="0.245 / 0.253" s_squared=0.756 spin_multiplicity=2
Rh -1.248128 -0.002536 0.137089 0.0 0.0 0.1
Ge -1.643314 -0.191489 3.693624 0.0 0.0 0.0
Cl -3.005321 -0.909609 5.143671 0.0 0.0 0.0
Cl -3.012084 -0.176993 1.783251 0.0 0.0 -0.1
Cl -1.188572 1.864526 3.997953 0.0 0.0 0.0
F -0.048621 -0.117695 1.585882 0.0 0.0 0.1
F 2.133832 -0.618939 3.050631 0.1 0.1 0.0
F 2.611117 0.176821 0.946513 0.1 0.1 0.0
F 1.958168 -1.983289 1.223475 0.0 0.1 0.0
N 0.270368 0.121320 -1.056241 0.0 0.0 -0.1
N -0.991084 -1.999774 -0.255862 -0.1 0.0 0.0
N -1.020035 2.034984 0.132666 -0.1 0.0 0.0
C -0.387393 4.710622 -0.049830 0.0 0.0 0.0
C -1.431195 -4.331733 -0.151718 0.0 0.0 0.0
C 0.057542 -2.232207 -1.087761 0.0 0.0 0.0
C 0.385424 -3.512035 -1.477441 0.0 0.0 0.0
C -1.781061 2.946024 0.738432 0.0 0.0 0.0
C 0.403521 3.759712 -0.688120 0.0 0.0 0.0
C 0.800544 -1.023998 -1.509502 0.0 0.0 0.0
C -1.495729 4.300194 0.665268 0.0 0.0 0.0
C 0.065014 2.428671 -0.586985 0.0 0.0 0.0
C 0.812594 1.333324 -1.244130 0.0 0.0 0.0
C -0.369018 -4.578653 -1.001504 0.0 0.0 0.0
C 1.955446 -0.968350 -2.267658 0.0 0.0 0.0
C -1.714841 -3.023018 0.200783 0.0 0.0 0.0
C 2.530163 0.273168 -2.508437 0.0 0.0 0.0
C 1.968659 1.435507 -1.995134 0.0 0.0 0.0
B 2.216704 -0.793719 1.754565 -0.1 -0.2 0.0
H 1.219176 -3.685425 -2.142104 0.0 0.0 0.0
H -2.140156 5.006607 1.168331 0.0 0.0 0.0
H 2.437311 2.392293 -2.171267 0.0 0.0 0.0
H 2.413152 -1.866984 -2.653825 0.0 0.0 0.0
H -0.123379 -5.590076 -1.295500 0.0 0.0 0.0
H -2.042402 -5.132125 0.239518 0.0 0.0 0.0
H 3.437807 0.334907 -3.093727 0.0 0.0 0.0
H -0.135313 5.760048 -0.120448 0.0 0.0 0.0
H -2.631040 2.577726 1.294795 0.0 0.0 0.0
H -2.536570 -2.781112 0.860135 0.0 0.0 0.0
H 1.268718 4.063307 -1.259388 0.0 0.0 0.0

***

| no. | strongest force on any atom (eV/Å) |
| --- | --- |
| 1 | 0.62 |
| 2 | 0.72 |
| 3 | 1.59 |
| 4 | 5.36 |
| 5 | 0.22 |